(1)
ORCA calculation (ωB97M-V/def2-TZVPD) on C33H38CrNO4PS2Te2 as an isolated structure.

CARTESIAN COORDINATES (ANGSTROEM)
Cr: -1.22 0.33 -0.25
Te: -2.76 -1.68 -0.42
C: 3.93 -2.51 -0.55
C: 2.82 -1.80 0.21
O: 2.45 -0.61 -0.51
P: 0.97 -0.16 -0.94
O: 0.96 1.42 -0.47
C: 2.12 2.21 -0.14
C: 2.47 2.10 1.33
O: 1.16 -0.07 -2.53
C: 2.29 -0.45 -3.33
C: 3.25 0.71 -3.53
H: 4.36 -3.29 0.08
H: 4.71 -1.79 -0.81
H: 3.54 -2.96 -1.46
H: 3.17 -1.49 1.19
H: 1.95 -2.45 0.33
H: 1.86 3.23 -0.40
H: 2.96 1.88 -0.75
H: 1.70 2.54 1.97
H: 3.41 2.63 1.51
H: 2.61 1.06 1.63
H: 1.88 -0.77 -4.29
H: 2.80 -1.30 -2.87
H: 2.71 1.60 -3.86
H: 3.99 0.45 -4.29
H: 3.78 0.94 -2.60
O: -0.41 -0.13 1.73
S: 0.51 -0.80 2.71
C: 0.04 -0.12 4.31
C: 0.91 -0.32 5.37
C: 0.57 0.19 6.61
C: -0.62 0.89 6.77
C: -1.46 1.10 5.69
C: -1.13 0.59 4.44
C: -0.12 -2.47 2.97
C: 0.79 -3.50 3.14
C: 0.32 -4.78 3.35
C: -1.05 -5.03 3.36
C: -1.95 -3.99 3.18
C: -1.49 -2.69 2.99
H: 1.84 -0.86 5.23
H: 1.23 0.03 7.46
H: -0.88 1.29 7.75
H: -2.38 1.66 5.81
H: -1.78 0.74 3.59
H: 1.86 -3.30 3.13
H: 1.02 -5.60 3.49
H: -1.41 -6.04 3.51
H: -3.01 -4.18 3.17
H: -2.18 -1.88 2.85
C: -1.34 -1.64 -3.66
Te: -2.10 0.13 -2.71
C: -1.01 1.08 -4.36
C: -1.09 0.06 -5.46
C: -1.06 0.42 -6.80
C: -1.16 -0.54 -7.79
C: -1.29 -1.88 -7.44
C: -1.32 -2.25 -6.11
C: -1.23 -1.28 -5.11
H: -2.02 -2.46 -3.48
H: -0.37 -1.89 -3.22
H: 0.03 1.26 -4.07
H: -1.46 2.03 -4.64
H: -0.95 1.47 -7.08
H: -1.15 -0.25 -8.84
H: -1.38 -2.64 -8.21
H: -1.44 -3.29 -5.84
S: -4.47 3.43 -0.12
C: -3.72 1.92 -0.37
N: -2.56 1.73 0.20
C: -2.21 2.86 0.95
C: -1.08 3.00 1.76
C: -0.89 4.18 2.44
C: -1.80 5.24 2.32
C: -2.93 5.11 1.55
C: -3.13 3.91 0.88
H: -4.22 1.14 -0.94
H: -0.40 2.17 1.87
H: -0.02 4.30 3.07
H: -1.62 6.16 2.87
H: -3.65 5.92 1.47

As for the max |F|: 2.770 eV/A. The total charge is +1. As for the multiplicity: 2. The expectation value of S² is 0.840. For the lowest unoccupied orbital energy (spin up / spin down), the calculation gives -3.21 / -3.37 eV. The calculation puts the HOMO-LUMO gap (spin up / spin down) at 6.00 / 5.82 eV.

---

(2)
ORCA calculation (ωB97M-V/def2-TZVPD) on a 2-piece molecular cluster, C3H10N2S overall.

CARTESIAN COORDINATES (ANGSTROEM)
C: -0.29 -0.32 -0.58
C: 0.58 0.91 -0.96
S: 2.26 0.45 -1.02
N: -1.67 -0.11 -0.23
C: -1.84 0.07 1.19
N: -1.94 -1.22 1.78
H: -0.33 -0.90 -1.50
H: 0.26 -0.95 0.15
H: 4.86 0.33 -1.62
H: 0.33 1.72 -0.26
H: 0.28 1.31 -1.93
H: 5.43 0.74 -1.86
H: -1.05 0.72 1.64
H: -2.77 0.61 1.46
H: -2.48 -1.44 2.61
H: -1.63 -1.93 1.12

As for the max |F|: 2.170 eV/A. The total charge is +1. As for the multiplicity: 2. The expectation value of S² is 1.642. For the lowest unoccupied orbital energy (spin up / spin down), the calculation gives -6.62 / -8.74 eV. The calculation puts the HOMO-LUMO gap (spin up / spin down) at 6.30 / 3.79 eV. Its energy relative to the best compared isomer or geometry (same formula, charge and spin) is 6.204 eV.

---

(3)
ORCA calculation (ωB97M-V/def2-TZVPD) on C4H6N2O in the gas phase.

CARTESIAN COORDINATES (ANGSTROEM)
C: 0.75 0.08 1.85
C: 0.34 -0.19 0.45
N: 0.43 -1.45 -0.10
C: 0.02 -1.33 -1.34
N: -0.46 -0.12 -1.66
C: -0.25 0.69 -0.53
O: -0.69 1.95 -0.48
H: -0.20 0.07 2.56
H: 1.47 -0.61 2.31
H: 1.18 1.07 1.82
H: -0.05 -2.15 -2.14
H: -0.94 0.04 -2.62
H: -1.61 1.94 -0.11

As for the max |F|: 3.542 eV/A. The total charge is 0. As for the multiplicity: 1. The SMILES is Cc1nc[nH]c1O. For the lowest unoccupied orbital energy, the calculation gives 0.53 eV. The calculation puts the HOMO-LUMO gap at 8.60 eV. Its energy relative to the best compared isomer or geometry (same formula, charge and spin) is 1.435 eV.

---

(4)
ORCA calculation (ωB97M-V/def2-TZVPD) on C20H32Cl2N9O2SV as an isolated structure.

CARTESIAN COORDINATES (ANGSTROEM)
V: 0.54 1.14 -0.58
N: 0.97 2.19 -2.48
C: 2.39 2.13 -2.92
C: 2.92 0.76 -2.56
N: 2.42 0.35 -1.22
C: 3.40 0.63 -0.13
C: 3.37 2.11 0.18
N: 1.94 2.51 0.29
H: 0.37 1.81 -3.21
H: 0.69 3.17 -2.41
H: 2.93 2.93 -2.42
H: 2.47 2.32 -4.00
H: 4.01 0.74 -2.58
H: 2.59 0.02 -3.29
H: 2.26 -0.67 -1.24
H: 4.40 0.30 -0.43
H: 3.10 0.05 0.75
H: 3.84 2.70 -0.60
H: 3.89 2.33 1.12
H: 1.81 3.51 0.13
H: 1.66 2.39 1.26
Cl: -0.10 5.05 1.15
C: -1.55 4.27 0.60
Cl: -1.24 3.18 -0.85
H: -2.26 4.99 0.21
H: -1.97 3.63 1.36
N: -3.55 -1.85 5.89
C: -2.72 -1.37 4.97
C: -3.21 -0.58 3.89
C: -2.36 -0.08 2.97
C: -0.96 -0.34 3.06
C: -0.47 -1.15 4.13
C: -1.32 -1.65 5.06
S: 0.14 0.34 2.05
O: 1.45 0.46 2.63
O: -0.42 1.54 1.34
N: 0.47 -0.38 0.50
C: 0.75 -1.78 0.39
N: 0.50 -2.49 1.46
C: 0.72 -3.81 1.35
C: 1.17 -4.37 0.16
C: 1.41 -3.51 -0.89
N: 1.20 -2.19 -0.79
H: -4.54 -1.66 5.86
H: -3.21 -2.40 6.67
H: -4.27 -0.36 3.84
H: -2.74 0.55 2.18
H: 0.59 -1.34 4.21
H: -0.95 -2.24 5.88
H: 0.53 -4.41 2.23
H: 1.34 -5.43 0.07
H: 1.79 -3.87 -1.84
C: -1.09 -1.79 -5.02
C: -1.31 -1.04 -3.76
C: -2.45 -0.81 -3.02
C: -2.04 -0.12 -1.87
N: -0.72 0.10 -1.91
N: -0.29 -0.46 -3.08
C: -2.92 0.33 -0.76
H: -2.03 -1.87 -5.57
H: -0.74 -2.80 -4.82
H: -0.37 -1.29 -5.67
H: -3.45 -1.11 -3.26
H: 0.68 -0.66 -3.22
H: -3.58 -0.48 -0.48
H: -3.54 1.17 -1.08
H: -2.35 0.65 0.11

As for the max |F|: 1.440 eV/A. The total charge is +3. As for the multiplicity: 2. The expectation value of S² is 1.117. For the lowest unoccupied orbital energy (spin up / spin down), the calculation gives -11.38 / -9.15 eV. The calculation puts the HOMO-LUMO gap (spin up / spin down) at 4.81 / 7.10 eV. Its energy relative to the best compared isomer or geometry (same formula, charge and spin) is 0.000 eV.

---

(5)
ORCA calculation (ωB97M-V/def2-TZVPD) on C45H50IrN6O5P3S5SbTe as an isolated structure.

CARTESIAN COORDINATES (ANGSTROEM)
Ir: 0.33 0.37 -0.26
Te: -3.17 0.67 3.66
C: -3.64 -0.83 5.06
C: -3.49 -2.18 4.79
C: -3.80 -3.11 5.77
N: -4.24 -2.80 6.99
C: -4.39 -1.50 7.24
C: -4.11 -0.49 6.33
C: -1.73 -0.38 2.57
P: -0.09 -0.34 3.18
C: -0.16 -0.14 5.00
C: -0.01 1.14 5.55
C: -0.11 1.32 6.92
C: -0.34 0.24 7.76
C: -0.47 -1.03 7.22
C: -0.38 -1.22 5.85
C: 0.61 -2.01 3.00
C: -0.22 -3.13 3.01
C: 0.32 -4.40 2.96
C: 1.69 -4.57 2.88
C: 2.52 -3.46 2.85
C: 1.98 -2.18 2.92
P: -1.76 -0.12 0.83
C: -2.92 -1.32 0.10
C: -2.90 -1.58 -1.27
C: -3.84 -2.43 -1.82
C: -4.81 -3.03 -1.03
C: -4.83 -2.78 0.34
C: -3.89 -1.93 0.90
C: -2.70 1.45 0.58
C: -3.88 1.54 -0.15
C: -4.53 2.76 -0.28
C: -4.00 3.90 0.31
C: -2.82 3.82 1.03
C: -2.16 2.60 1.15
H: -3.10 -2.50 3.83
H: -3.67 -4.17 5.56
H: -4.74 -1.24 8.23
H: -4.22 0.54 6.63
H: 0.18 1.97 4.89
H: 0.01 2.32 7.33
H: -0.42 0.38 8.83
H: -0.66 -1.88 7.86
H: -0.48 -2.21 5.44
H: -1.29 -2.98 3.02
H: -0.34 -5.26 2.96
H: 2.12 -5.56 2.82
H: 3.60 -3.58 2.76
H: 2.63 -1.32 2.90
H: -2.14 -1.12 -1.89
H: -3.80 -2.64 -2.89
H: -5.54 -3.70 -1.47
H: -5.59 -3.24 0.97
H: -3.91 -1.72 1.96
H: -4.30 0.66 -0.61
H: -5.45 2.82 -0.85
H: -4.51 4.85 0.21
H: -2.39 4.70 1.48
H: -1.23 2.54 1.70
S: 7.26 -0.24 1.40
Sb: 5.23 0.48 2.00
S: 2.36 -0.91 -0.19
S: 1.13 1.04 2.41
S: 3.90 0.33 -0.35
O: -0.48 2.72 -1.42
N: 0.46 2.53 -0.61
C: 1.43 3.45 -0.57
C: 2.37 3.45 0.50
N: 3.11 3.57 1.37
C: 1.36 4.57 -1.45
N: 1.35 5.48 -2.16
C: -1.85 -2.77 -5.48
C: -1.91 -1.25 -5.55
C: -1.07 -0.74 -6.71
C: -3.35 -0.77 -5.69
O: -1.48 -0.70 -4.29
P: 0.06 -0.58 -3.81
O: 0.89 -1.69 -4.35
O: -0.05 -0.39 -2.32
O: 0.45 0.82 -4.50
C: 1.80 1.31 -4.65
C: 2.45 0.63 -5.85
C: 1.63 2.80 -4.90
C: 2.60 1.07 -3.39
H: -2.13 -3.20 -6.44
H: -2.55 -3.14 -4.72
H: -0.85 -3.09 -5.21
H: -1.52 -1.09 -7.65
H: -0.05 -1.11 -6.65
H: -1.03 0.35 -6.71
H: -3.81 -1.19 -6.59
H: -3.37 0.32 -5.76
H: -3.93 -1.07 -4.82
H: 1.89 0.86 -6.76
H: 2.47 -0.45 -5.72
H: 3.47 1.00 -5.97
H: 0.99 2.96 -5.78
H: 2.60 3.27 -5.08
H: 1.16 3.29 -4.05
H: 2.72 0.00 -3.18
H: 2.12 1.53 -2.53
H: 3.60 1.50 -3.49
C: 0.30 -5.80 -2.41
N: -0.68 -5.73 -1.36
C: -1.84 -6.60 -1.35
C: -2.66 -6.06 -0.17
N: -2.09 -4.75 0.01
C: -0.89 -4.60 -0.62
S: 0.07 -3.28 -0.50
H: 0.94 -6.68 -2.30
H: 0.90 -4.90 -2.38
H: -0.20 -5.86 -3.39
H: -1.55 -7.64 -1.21
H: -2.39 -6.52 -2.30
H: -2.55 -6.68 0.73
H: -3.73 -6.00 -0.42
H: -2.35 -4.10 0.73

As for the max |F|: 0.836 eV/A. The total charge is -2. As for the multiplicity: 6. The expectation value of S² is 8.781. For the lowest unoccupied orbital energy (spin up / spin down), the calculation gives 3.39 / 2.48 eV. The calculation puts the HOMO-LUMO gap (spin up / spin down) at 5.16 / 5.60 eV. Its energy relative to the best compared isomer or geometry (same formula, charge and spin) is 0.195 eV.

---

(6)
ORCA calculation (ωB97M-V/def2-TZVPD) on C4H10N2 in the gas phase.

CARTESIAN COORDINATES (ANGSTROEM)
C: 2.42 0.33 -0.71
C: 1.41 -0.50 -0.58
N: 0.03 -0.09 -0.40
N: -0.08 1.32 -0.52
C: -0.72 -0.75 0.68
C: -2.24 -0.36 0.67
H: 3.35 -0.11 -0.96
H: 2.38 1.31 -0.34
H: 1.59 -1.56 -0.51
H: 0.21 1.63 -1.50
H: 0.31 1.83 0.24
H: -0.23 -0.53 1.61
H: -0.61 -1.74 0.47
H: -2.77 -0.12 1.62
H: -2.22 0.55 -0.03
H: -2.84 -1.22 0.25

As for the max |F|: 2.815 eV/A. The total charge is 0. As for the multiplicity: 1. The SMILES is C=CN(N)CC. For the lowest unoccupied orbital energy, the calculation gives 1.09 eV. The calculation puts the HOMO-LUMO gap at 9.20 eV. Its energy relative to the best compared isomer or geometry (same formula, charge and spin) is 2.814 eV.

---

(7)
ORCA calculation (ωB97M-V/def2-TZVPD) on a 2-piece molecular cluster, C4H12 overall.

CARTESIAN COORDINATES (ANGSTROEM)
C: 1.36 -0.54 1.45
C: 0.05 -1.14 1.92
H: 1.32 0.56 1.46
H: 1.66 -0.72 0.40
H: 2.20 -0.83 2.08
H: 0.17 -1.53 2.93
H: -0.28 -1.98 1.33
H: -0.77 -0.42 1.99
C: -0.26 1.45 -1.81
C: -1.17 0.21 -1.56
H: -0.66 2.09 -2.59
H: 0.71 1.11 -2.16
H: -0.13 2.03 -0.90
H: -1.68 0.35 -0.62
H: -0.62 -0.71 -1.69
H: -1.94 0.18 -2.33

As for the max |F|: 1.343 eV/A. The total charge is 0. As for the multiplicity: 1. The SMILES is CC.CC. For the lowest unoccupied orbital energy, the calculation gives 1.18 eV. The calculation puts the HOMO-LUMO gap at 12.92 eV. Its energy relative to the best compared isomer or geometry (same formula, charge and spin) is 0.310 eV.

---

(8)
ORCA calculation (ωB97M-V/def2-TZVPD) on C53H36Cl2N3O2PSTa as an isolated structure.

CARTESIAN COORDINATES (ANGSTROEM)
Ta: 0.21 -0.15 1.03
C: -0.42 4.47 -0.18
C: -0.70 3.16 0.24
N: 0.06 2.13 -0.06
C: 1.17 2.32 -0.83
C: 1.51 3.61 -1.31
C: 0.69 4.69 -0.94
C: 2.64 3.76 -2.14
C: 3.30 2.65 -2.55
C: 2.94 1.37 -2.11
C: 1.93 1.17 -1.18
N: 1.53 -0.05 -0.61
C: 2.04 -1.26 -1.13
C: 3.32 -1.52 -1.57
C: 3.66 -2.72 -2.22
C: 2.75 -3.72 -2.38
C: 1.49 -3.59 -1.75
C: 0.58 -4.66 -1.64
C: -0.54 -4.52 -0.87
C: -0.77 -3.29 -0.23
N: 0.04 -2.26 -0.37
C: 1.16 -2.38 -1.11
H: -1.09 5.27 0.11
H: -1.58 2.96 0.83
H: 0.93 5.68 -1.29
H: 2.94 4.75 -2.45
H: 4.14 2.73 -3.23
H: 3.47 0.53 -2.54
H: 4.11 -0.81 -1.39
H: 4.67 -2.84 -2.59
H: 2.99 -4.62 -2.92
H: 0.80 -5.61 -2.12
H: -1.24 -5.33 -0.72
H: -1.63 -3.16 0.39
O: -2.55 -2.03 3.21
C: -2.40 -1.63 2.08
O: -1.23 -1.20 1.64
C: -3.53 -1.59 1.09
C: -4.69 -2.26 1.48
C: -5.80 -2.29 0.66
C: -5.77 -1.62 -0.55
C: -4.64 -0.94 -0.94
C: -3.49 -0.93 -0.15
P: -2.04 0.01 -0.80
C: -2.87 1.58 -1.24
C: -2.53 2.30 -2.38
C: -3.08 3.56 -2.59
C: -3.96 4.11 -1.67
C: -4.31 3.38 -0.54
C: -3.76 2.13 -0.32
C: -1.65 -0.76 -2.42
C: -0.57 -0.20 -3.11
C: -0.14 -0.74 -4.31
C: -0.76 -1.87 -4.82
C: -1.82 -2.44 -4.13
C: -2.27 -1.89 -2.94
H: -4.68 -2.75 2.44
H: -6.68 -2.82 0.97
H: -6.64 -1.62 -1.20
H: -4.63 -0.39 -1.88
H: -1.86 1.89 -3.12
H: -2.82 4.11 -3.49
H: -4.39 5.09 -1.84
H: -5.01 3.80 0.18
H: -4.02 1.57 0.57
H: -0.07 0.67 -2.71
H: 0.70 -0.30 -4.83
H: -0.42 -2.31 -5.75
H: -2.31 -3.32 -4.53
H: -3.08 -2.37 -2.41
Cl: -1.44 1.24 2.62
C: -0.65 2.53 3.45
C: -1.38 3.39 4.25
C: -0.72 4.38 4.94
C: 0.66 4.50 4.82
C: 1.37 3.64 4.02
Cl: 3.08 3.82 3.87
C: 0.73 2.61 3.31
S: 1.67 1.50 2.34
H: -2.46 3.28 4.33
H: -1.27 5.05 5.58
H: 1.19 5.28 5.36
C: 5.96 -1.60 2.10
C: 5.26 -0.55 1.48
C: 3.90 -0.52 1.47
C: 3.12 -1.54 2.08
C: 1.68 -1.56 2.10
C: 1.06 -2.52 2.87
C: 1.78 -3.50 3.59
C: 3.14 -3.54 3.52
C: 3.84 -2.56 2.77
C: 5.25 -2.57 2.74
H: 7.04 -1.61 2.09
H: 5.82 0.25 1.01
H: 3.40 0.31 1.00
H: -0.02 -2.55 2.96
H: 1.23 -4.23 4.17
H: 3.70 -4.29 4.06
H: 5.77 -3.38 3.26

As for the max |F|: 2.172 eV/A. The total charge is +1. As for the multiplicity: 1. For the lowest unoccupied orbital energy, the calculation gives -3.28 eV. The calculation puts the HOMO-LUMO gap at 6.53 eV. Its energy relative to the best compared isomer or geometry (same formula, charge and spin) is 0.576 eV.